(1)
130
Properties=species:S:1:pos:R:3 method="wB97M-V/def2-TZVPD" e_homo_ev=-9.84 energy_ev=-310588.0340 charge=+1 orbital_gap_ha=0.202 lumo_energy_ev=-4.35
C 5.84147 3.65256 0.64094
C 5.02200 3.08511 1.88132
O 4.08101 4.07334 2.33871
C 2.75673 3.63561 1.93614
C 1.82661 4.89928 2.03200
C 0.63950 4.91372 0.99524
C 1.10592 4.63075 -0.50304
C 0.56173 3.22021 -1.04866
C -0.16530 3.36733 -2.42608
C -1.50565 2.57580 -2.65312
C -2.52593 2.59012 -1.46348
C -3.17711 4.05504 -1.43199
C -4.35811 4.20910 -0.39042
C -4.38040 3.16924 0.78256
S -3.09897 3.51922 2.07366
O -2.55273 4.85670 1.93204
O -3.76136 3.38724 3.36736
O -1.89245 2.39392 2.05212
C -1.33991 1.15538 -3.40123
B -2.78370 1.11611 -4.19673
O -3.07223 1.94804 -5.28724
O -3.80704 0.22310 -3.78858
C -1.15979 -0.05527 -2.44178
Br -0.61054 0.08209 -0.54115
C -1.30525 -1.35903 -2.83547
C -1.62761 -1.79491 -4.27436
Br -1.06536 -2.87733 -1.60753
N -0.32772 1.24340 -4.50581
C 0.84134 0.37976 -4.44511
C 1.09256 -0.44352 -5.64945
C 2.27074 -1.29835 -5.68090
C 3.13220 -1.24792 -4.50431
N 2.95298 -0.50863 -3.38190
C 1.85096 0.27445 -3.39901
C 0.23638 2.57079 -4.67616
N 0.14776 3.08973 -5.88047
P -0.56264 2.25408 -7.31819
O -1.30013 3.42218 -8.26441
Br 1.14341 1.51521 -8.63515
N 0.82595 3.14615 -3.54028
P 1.93898 4.46452 -3.81390
N 3.21833 4.40609 -2.89141
H 5.72701 2.99219 -0.26570
H 6.94265 3.70101 0.85533
H 5.50216 4.67734 0.34037
H 4.54938 2.10731 1.62572
H 5.75797 2.92576 2.71813
H 2.78265 3.15688 0.92214
H 2.43904 2.86653 2.69784
H 2.37859 5.86772 1.96552
H 1.35117 4.87048 3.05439
H -0.14684 4.20925 1.35760
H 0.17327 5.93876 1.02624
H 0.74291 5.49981 -1.11105
H 2.22088 4.67026 -0.49504
H 1.48790 2.58052 -1.11308
H -0.03825 2.80853 -0.20879
H -0.44452 4.46306 -2.49495
H -2.03934 3.22744 -3.41907
H -3.39028 1.88835 -1.54592
H -2.08702 2.45273 -0.44931
H -2.34562 4.79657 -1.29012
H -3.62299 4.25773 -2.44999
H -4.23216 5.22079 0.09022
H -5.32701 4.26247 -0.94613
H -5.35424 3.30946 1.32910
H -4.36446 2.09739 0.46348
H -2.36109 1.53780 2.16132
H -3.36834 1.40841 -6.04594
H -4.06229 0.38974 -2.86618
H -2.72713 -2.04793 -4.31796
H -1.10024 -2.74853 -4.54766
H -1.43589 -1.05714 -5.08486
H 0.41301 -0.42848 -6.52955
H 2.55476 -1.93370 -6.54393
H 4.04545 -1.89568 -4.53396
H 1.69372 0.92030 -2.49620
H 0.50406 4.03442 -6.04835
H -1.83327 4.02742 -7.71235
H 2.41824 4.32088 -5.16238
H 1.23761 5.68940 -3.64422
H 4.06389 4.31420 -3.45737
C 1.43361 -3.12389 5.86647
O 1.48539 -2.01363 6.74771
C 2.57287 -2.06941 7.67127
C 3.62561 -1.02058 7.33822
N 4.34346 -1.35495 6.11081
C 5.16337 -0.26550 5.57916
C 4.45796 1.03311 5.17162
O 3.61658 0.91004 4.03257
C 2.32224 0.39816 4.30272
H 0.47516 -3.09337 5.34775
H 2.22832 -3.06974 5.11696
H 1.50336 -4.06827 6.41350
H 3.01037 -3.06957 7.73044
H 2.15525 -1.83494 8.65408
H 4.34087 -0.95248 8.16412
H 3.11150 -0.05631 7.25135
H 3.67377 -1.62033 5.39942
H 5.66888 -0.66120 4.69302
H 5.94714 -0.03024 6.30752
H 5.23880 1.74277 4.88243
H 3.92072 1.50397 6.00166
H 1.94864 0.70728 5.28188
H 2.31928 -0.69031 4.21689
H 1.64214 0.78164 3.53841
C -4.98343 -7.21453 -1.55688
O -5.31095 -7.14632 -0.17889
C -5.26062 -8.41129 0.48208
C -4.07729 -8.48032 1.43806
N -2.80927 -8.54330 0.71569
C -1.62961 -8.32697 1.55440
C -1.49857 -6.98165 2.27762
O -1.27490 -5.87280 1.41671
C -2.44290 -5.33487 0.82184
H -5.24210 -6.25651 -2.00866
H -3.91168 -7.38016 -1.69963
H -5.55083 -8.00168 -2.06118
H -5.25125 -9.24433 -0.22578
H -6.17968 -8.48937 1.06898
H -4.17455 -9.36976 2.06868
H -4.12634 -7.59633 2.08452
H -2.80990 -7.84061 -0.01312
H -0.75906 -8.43915 0.90128
H -1.57277 -9.13427 2.29272
H -0.60772 -7.04498 2.90935
H -2.33301 -6.78223 2.95862
H -3.31449 -5.40368 1.47738
H -2.63964 -5.82646 -0.13356
H -2.25669 -4.28049 0.60772

=====

(2)
120
Properties=species:S:1:pos:R:3 method="wB97M-V/def2-TZVPD" e_homo_ev=-9.56 energy_ev=-68127.5380 smiles="CCOC(C)=O.CCOC(C)=O.CCOC(C)=O.CCOC(C)=O.CCOC(C)=O.CC(C)=O.CC(C)=O.CC(C)=O.CC(C)=O.CC(C)=O" charge=0 de_lowest_kcal_mol=360.21 orbital_gap_ha=0.356 lumo_energy_ev=0.13
O -3.44232 4.06012 -2.35218
C -2.79332 3.20312 -2.78018
O -3.16532 1.92412 -2.92318
C -4.35832 1.56912 -2.43317
C -4.51932 0.03212 -2.17018
C -1.38432 3.36512 -3.21118
H -5.08132 1.87112 -3.18418
H -4.58432 2.14212 -1.54218
H -4.28832 -0.07888 -1.08318
H -3.87632 -0.52388 -2.85718
H -5.46632 0.02812 -2.07317
H -1.16232 4.49012 -3.57818
H -0.95032 2.79412 -4.11218
H -0.54732 3.51912 -2.54318
O -2.03832 6.05112 0.15182
C -3.08332 6.10812 0.74482
O -3.52832 5.05812 1.42683
C -2.84632 3.81712 1.30982
C -3.68332 2.54012 1.60383
C -3.98632 7.21312 0.77682
H -1.89832 3.82912 2.09082
H -2.34932 3.91212 0.35782
H -4.38432 2.56812 0.70782
H -4.19732 2.76312 2.57182
H -3.08332 1.66912 1.33382
H -4.95532 7.15512 0.28083
H -3.42732 8.05912 0.37183
H -4.09232 7.57412 1.87382
O 2.70768 -3.89988 5.42882
C 2.15668 -2.99688 4.75883
O 1.76468 -1.73288 5.27082
C 2.22868 -1.48188 6.48183
C 1.55568 -0.01288 6.96982
C 1.72368 -3.12088 3.28983
H 3.30468 -1.07888 6.26782
H 2.18968 -2.22288 7.19483
H 0.56368 0.05712 6.83982
H 2.07468 0.80012 6.51882
H 1.87668 -0.06888 7.99182
H 0.56168 -3.08888 3.05582
H 2.10268 -3.90988 2.87183
H 2.22368 -2.24788 2.91783
O -1.90532 -3.27888 -2.88417
C -2.82232 -3.02488 -3.60518
O -2.90532 -1.96488 -4.40818
C -1.72832 -1.12388 -4.54617
C -1.92532 -0.02788 -5.65918
C -4.18832 -3.64388 -3.45618
H -0.83632 -1.84088 -4.71618
H -1.57032 -0.46788 -3.80618
H -1.25232 0.65312 -5.44018
H -2.75532 0.78912 -5.41718
H -2.09032 -0.23688 -6.53918
H -4.47532 -4.31088 -4.17018
H -4.99732 -2.91388 -3.27818
H -4.14732 -4.07388 -2.50818
O -4.27632 -1.27288 1.04682
C -4.66732 -2.43488 0.80082
O -3.95132 -3.54188 1.06383
C -2.66332 -3.52788 1.74482
C -1.72932 -4.44688 1.13782
C -6.09232 -2.81988 0.39682
H -2.90432 -3.66988 2.78683
H -2.21032 -2.51688 1.96382
H -1.47632 -4.19788 0.10482
H -1.95232 -5.46988 1.13383
H -0.79532 -4.48688 1.57982
H -6.76332 -2.06888 0.44582
H -6.56132 -3.68588 0.87982
H -6.07532 -3.33488 -0.49218
C 3.82368 4.35712 -0.13717
C 2.31968 4.41312 -0.37217
O 1.83768 3.25812 -0.99018
C 1.50368 5.56112 0.08482
H 4.43468 3.41412 -0.67117
H 4.40368 4.77312 0.84882
H 4.31068 5.09012 -1.03218
H 1.65868 6.47612 -0.19718
H 1.25468 5.72112 1.16882
H 0.36868 5.23712 -0.14917
C 4.85668 -3.52888 0.37183
C 5.89868 -2.66888 -0.26817
O 5.67168 -1.47688 -0.85718
C 7.36468 -3.18388 -0.11518
H 5.11568 -4.57588 0.20982
H 3.92468 -3.08488 -0.13518
H 4.85268 -3.17288 1.58282
H 7.71268 -3.68688 0.92582
H 8.05968 -2.34788 -0.40318
H 7.59268 -3.94688 -0.81818
C 3.50068 -0.90488 -3.51918
C 2.31868 -1.70388 -4.14317
O 1.77068 -1.29388 -5.24417
C 1.82968 -2.92288 -3.33217
H 3.60268 0.18012 -3.90618
H 4.50868 -1.28788 -3.80118
H 3.29768 -0.77488 -2.48718
H 0.99668 -3.55088 -3.88618
H 1.46268 -2.72488 -2.34718
H 2.59068 -3.65288 -3.32418
C -1.33632 -0.13388 -0.36617
C -0.02832 -0.56288 0.25382
O 0.17868 -1.37988 1.24983
C 1.24268 -0.19788 -0.51517
H -1.50032 0.80912 -0.11218
H -2.08632 -0.68188 0.05882
H -1.44732 -0.43688 -1.37517
H 0.99868 -0.17988 -1.63117
H 1.94568 -0.88188 -0.22918
H 1.70668 0.92812 -0.26618
C 3.90868 0.21712 1.84182
C 4.80568 0.14312 3.14182
O 5.66268 -0.84688 3.34882
C 4.55468 1.15012 4.25382
H 4.36468 -0.48088 1.13782
H 3.72368 1.31412 1.45482
H 2.96768 -0.03788 1.96682
H 4.34368 0.81112 5.16183
H 3.73768 1.94312 4.09882
H 5.26868 1.74712 4.69382

=====

(3)
145
Properties=species:S:1:pos:R:3 method="wB97M-V/def2-TZVPD" e_homo_ev=-7.63 energy_ev=-130196.6242 charge=-1 orbital_gap_ha=0.338 lumo_energy_ev=1.56
O 3.11035 -3.07187 -2.52165
C 2.52122 -1.99151 -2.46025
O 3.11327 -0.72809 -2.42397
B 2.10791 0.28602 -1.96185
O 0.85234 -0.43570 -1.88178
C 0.99800 -1.79678 -1.94076
O 0.18460 -2.66113 -1.60942
O 2.06914 1.49660 -2.83993
C 2.44807 2.58561 -2.07114
O 2.45241 3.77804 -2.39321
C 2.85016 2.13044 -0.72381
O 2.64442 0.80668 -0.69227
O 3.18922 2.83510 0.24014
C -3.41372 -5.48306 -6.87297
C -3.76326 -3.97781 -6.87113
C -5.02756 -3.78560 -7.75247
O -4.92853 -4.43765 -9.03106
C -6.01676 -4.31477 -9.96144
N -4.00841 -3.65820 -5.51132
H -4.30616 -5.97190 -6.48224
H -2.64257 -5.72009 -6.13999
H -3.21048 -5.94030 -7.84132
H -2.92373 -3.42043 -7.28662
H -5.11030 -2.71112 -7.91602
H -5.84927 -4.10716 -7.11257
H -5.62193 -4.70490 -10.89952
H -6.23887 -3.25084 -10.04399
H -6.88854 -4.84372 -9.57633
H -4.03677 -2.65144 -5.43553
H -3.20306 -3.94937 -4.97586
C -3.79879 2.38980 -2.54734
C -3.35240 2.76252 -4.01157
C -2.46309 4.06012 -4.18487
O -2.08081 4.26515 -5.59892
C -1.08546 5.27008 -5.87128
N -2.81116 1.63814 -4.68555
H -4.53703 3.12281 -2.22208
H -2.99776 2.48969 -1.81489
H -4.32582 1.43595 -2.52478
H -4.31678 2.86258 -4.50962
H -1.61671 3.98055 -3.50267
H -3.05244 4.90279 -3.82335
H -1.24833 6.19698 -5.32135
H -1.04080 5.41945 -6.95008
H -0.11329 4.91718 -5.52712
H -1.88393 1.50679 -4.30729
H -2.74553 2.07621 -5.59324
C 8.04049 1.49426 4.79284
C 7.91511 0.41705 3.65264
C 6.43198 -0.14269 3.72074
O 6.29926 -0.96992 4.88810
C 5.49452 -2.18000 4.81585
N 8.21457 0.99450 2.31942
H 9.06098 1.87727 4.79102
H 7.70144 1.08129 5.74290
H 7.42551 2.37595 4.61249
H 8.54020 -0.47143 3.74201
H 6.12954 -0.69337 2.83002
H 5.67137 0.63806 3.71913
H 4.45563 -2.04448 4.51510
H 5.43235 -2.72346 5.75865
H 6.04802 -2.73113 4.05559
H 9.03988 1.57200 2.24560
H 7.51496 1.43073 1.73603
C -4.15221 -4.18159 2.61037
C -3.83926 -5.47004 3.40470
C -2.63056 -5.33201 4.30760
O -2.97565 -4.51812 5.44573
C -1.88234 -4.36175 6.39201
N -4.94652 -5.73524 4.31572
H -4.43364 -3.34298 3.24726
H -4.83375 -4.31649 1.77049
H -3.20181 -3.79887 2.23839
H -3.79086 -6.30512 2.70584
H -1.77991 -4.92140 3.76363
H -2.27759 -6.31655 4.61452
H -0.95181 -4.10929 5.88361
H -1.73511 -5.38372 6.74132
H -2.08654 -3.66411 7.20423
H -5.69867 -6.04010 3.71453
H -4.76503 -6.61357 4.78017
C -1.25522 1.85489 6.62711
O -2.15422 0.82761 6.49923
P -3.12843 0.46703 5.26735
O -4.14646 -0.51280 5.71800
O -2.07858 0.01907 4.02337
C -1.00768 0.78056 3.40605
O -3.65137 1.93269 4.76466
C -4.51284 1.96268 3.61543
H -0.26751 1.40765 6.73880
H -1.59118 2.51626 7.42574
H -1.08609 2.43776 5.72170
H -0.86901 0.32176 2.42709
H -0.11924 0.77545 4.03752
H -1.22997 1.81386 3.13963
H -5.54940 1.71208 3.84092
H -4.16764 1.19813 2.91943
H -4.27745 2.87472 3.06692
C -1.45555 6.67721 1.75142
O -2.78471 6.94455 2.18747
P -3.02136 7.99976 3.42006
O -2.16164 7.78237 4.58229
O -4.65457 7.82339 3.86876
C -4.94656 7.73748 5.29642
O -2.88718 9.48207 2.78768
C -3.33118 9.84738 1.50540
H -1.27134 5.61747 1.57504
H -0.68757 6.84427 2.50667
H -1.28854 7.26203 0.84688
H -6.03605 7.72574 5.32751
H -4.52049 8.58865 5.82752
H -4.56011 6.84983 5.79726
H -4.16593 10.54155 1.60257
H -3.70694 9.04855 0.86605
H -2.53187 10.35545 0.96589
C 1.96287 -8.29097 0.68161
C 2.32367 -9.03034 1.97200
O 2.34409 -10.36284 1.53723
C 2.46412 -10.38011 0.17797
O 2.79383 -11.34996 -0.53092
O 2.21367 -9.22891 -0.37606
F 1.29184 -8.81551 2.80270
H 2.65313 -7.45235 0.59024
H 0.92927 -7.95674 0.59180
H 3.24488 -8.67081 2.43048
C 4.37177 -5.98421 -6.97912
C 2.91890 -6.16570 -7.02068
O 2.68960 -7.28071 -7.90308
C 3.73449 -7.39274 -8.68878
O 3.74638 -8.15646 -9.63522
O 4.77046 -6.64370 -8.18983
F 2.24205 -5.10072 -7.47635
H 4.81228 -6.41838 -6.08160
H 4.65887 -4.93361 -6.93579
H 2.51308 -6.27576 -6.01504
C 7.02992 8.53562 2.61623
C 6.01691 8.48425 1.50165
O 6.03558 9.73459 0.94250
C 6.61879 10.57198 1.75027
O 6.43660 11.77993 1.79730
O 7.30056 9.93522 2.73264
F 4.81497 8.25458 2.17777
H 7.97057 8.14607 2.22697
H 6.68577 8.06731 3.53837
H 6.19921 7.74854 0.71833